(1)
Computed, not measured: C6H8KMgO6 as an isolated structure in a non-equilibrium geometry, with ωB97M-V with the def2-TZVPD basis set.

- multiplicity = 2
- expectation value of S² = 0.75
- energy above the lowest of the compared OMol25 structures with the same formula, charge and spin (eV) = 1.261
- E_LUMO (alpha / beta) (eV) = -0.32 / -1.01
- calculated total energy (eV) = -40404.0363
- molar mass (g mol⁻¹) = 239.53

The geometry in XYZ format:
```
22
Properties=species:S:1:pos:R:3:forces:R:3:lowdin_spin:R:1
O 1.46448 -0.62400 -1.74945 0.3840 -0.4033 0.1624 0.001
C 0.15705 -0.34561 -1.50739 -0.9673 -0.5740 -0.4977 0.002
C 1.90261 -1.78991 -1.02398 0.0090 0.2222 -0.1055 0.000
O 0.07401 -0.03008 -0.11500 0.0972 0.1943 0.8839 0.006
O -0.37446 -2.01291 -1.48394 1.1748 -0.3548 0.7984 0.001
C 0.75118 -2.79541 -1.16525 0.3706 0.2202 -0.5249 0.000
H 2.04420 -1.54644 0.03746 0.2844 -0.0041 -0.2769 0.000
H 2.81498 -2.14268 -1.51911 -0.0650 0.2003 0.3843 0.000
H 0.72066 -3.40081 -0.24194 -0.5448 0.3051 -0.0424 0.000
H 0.97589 -3.51096 -1.97437 -0.1230 0.1803 0.0020 0.000
O -0.93280 2.04916 -0.18845 -0.1512 0.3897 0.0715 0.006
C -1.02543 0.73556 0.26666 0.5323 -0.8069 -1.2674 0.016
C -0.01365 2.71716 0.65665 0.1884 -0.0092 -0.1635 0.002
O -2.19420 0.17539 -0.00574 -0.8842 0.1451 0.8403 0.125
O -0.93100 0.86443 1.70853 -0.1882 -0.0291 0.8227 0.103
C -0.30167 2.10520 2.03580 0.1925 0.1221 0.1284 0.009
H -0.21641 3.79167 0.61190 0.0401 -0.2320 0.0055 0.000
H 1.01943 2.52036 0.33387 -0.2424 0.0221 0.1083 0.000
H -1.00267 2.70910 2.62500 0.1723 -0.0745 -0.0865 0.004
H 0.61026 1.91682 2.61394 -0.2233 0.0420 -0.1000 0.000
K -2.56706 -1.52557 -1.74944 -0.7107 0.2678 -0.5728 0.064
Mg -2.97538 0.13952 1.83425 0.6547 0.1768 -0.5701 0.660
```
Forces are in eV/Å.

(2)
Computed, not measured: an isolated ion of composition C2H6N2P and charge +1 in a non-equilibrium geometry, with ωB97M-V with the def2-TZVPD basis set.

- multiplicity = 3
- expectation value of S² = 2.01
- energy above the lowest of the compared OMol25 structures with the same formula, charge and spin (eV) = 0.154
- E_LUMO (alpha / beta) (eV) = -4.16 / -8.44
- calculated total energy (eV) = -14428.3385
- charge = +1
- molar mass (g mol⁻¹) = 89.06

The geometry in XYZ format:
```
11
Properties=species:S:1:pos:R:3:forces:R:3:lowdin_spin:R:1
C -0.50939 0.05958 -1.23092 -5.8563 0.6341 -0.2298 0.580
C 1.05024 0.23730 0.56974 -3.8218 4.1568 0.2588 0.040
N -1.45768 0.18273 -0.04194 3.5179 -1.2472 1.8745 0.656
N 0.74075 0.02328 -0.84483 4.2364 0.4702 2.7134 0.394
P -0.58015 0.05743 1.58015 0.3762 -0.9647 -3.0436 0.141
H -1.04160 0.05805 -2.17716 0.9342 -0.0157 0.0840 0.031
H 1.70599 -0.41405 0.94370 2.7978 -2.7292 1.2312 0.010
H 1.38752 1.30792 0.91717 -0.2635 -1.6042 -1.3208 0.026
H -2.37911 -0.21880 0.01739 -0.6337 0.0524 -0.7832 0.015
H 1.58332 0.16418 -1.39907 -0.7986 -0.1807 -0.6305 0.006
H -0.49988 -1.45763 1.66578 -0.4885 1.4282 -0.1541 0.099
```
Forces are in eV/Å.

(3)
Computed, not measured: a 4-piece molecular cluster, C3H13N2OS2 overall in a non-equilibrium geometry, with ωB97M-V with the def2-TZVPD basis set.

- multiplicity = 2
- expectation value of S² = 0.75
- energy above the lowest of the compared OMol25 structures with the same formula, charge and spin (eV) = 1.135
- E_LUMO (alpha / beta) (eV) = -0.44 / -2.78
- calculated total energy (eV) = -30017.3772
- molar mass (g mol⁻¹) = 157.28

The geometry in XYZ format:
```
21
Properties=species:S:1:pos:R:3:forces:R:3:lowdin_spin:R:1
S 1.96047 0.77864 -0.48608 -0.9512 -2.0985 1.2988 0.255
S 0.80992 -0.85083 0.26893 1.9990 1.7589 -0.6698 0.641
C -1.62857 2.08708 -1.14917 -0.8854 -0.0986 2.0044 0.002
C -2.22073 1.87255 0.07358 0.0101 1.3577 -2.9922 0.002
C -1.41098 1.47500 1.22621 -0.3795 -1.5134 0.7854 0.003
N -1.83772 0.05912 1.65209 1.6040 0.5135 -0.3867 0.054
N 3.58824 -3.16819 0.06519 2.9787 -0.2598 1.2885 0.009
H 2.88476 0.73361 0.51466 -0.2740 0.1268 -0.3960 0.006
H -2.25179 2.53749 -1.92532 0.4874 -0.4375 -0.1145 0.000
H -0.54074 1.87184 -1.32667 -1.3392 0.3618 0.1313 0.000
H -3.32596 2.09858 0.20865 1.5381 -0.4350 -0.1438 0.000
H -1.61871 2.14386 2.06130 0.0002 -0.0405 0.1380 0.000
H -0.34736 1.60537 0.97366 -0.2819 -0.3492 0.2212 0.003
H -1.09839 -0.64340 1.38290 -1.2353 1.0890 0.2124 0.012
H -1.81493 0.05858 2.65813 -0.0802 -0.1791 0.4419 0.000
H 3.15336 -3.93807 -0.36627 -0.3533 -0.7955 -0.0183 0.000
H 4.29913 -3.30516 0.82766 -1.5688 -0.1348 -1.4521 0.000
H 3.07966 -2.34345 0.14439 -1.0102 1.1433 0.1852 0.009
H -0.66073 -1.59071 -2.86125 0.0926 2.1276 1.1551 0.000
H -0.37797 -0.80868 -1.51747 0.0137 -0.2967 0.4378 0.002
O -0.64098 -0.67323 -2.42511 -0.3645 -1.8401 -2.1264 0.002
```
Forces are in eV/Å.

(4)
Computed, not measured: C4H11N2O as an isolated structure, with ωB97M-V with the def2-TZVPD basis set.

- energy above the lowest of the compared OMol25 structures with the same formula, charge and spin (eV) = 2.334
- E_LUMO (eV) = -3.58
- calculated total energy (eV) = -9346.5230
- charge = +1
- molar mass (g mol⁻¹) = 103.14

The geometry in XYZ format:
```
18
Properties=species:S:1:pos:R:3:forces:R:3:nbo_charge:R:1
C -0.97743 1.08139 1.65319 -0.0970 0.0910 -0.0633 -0.441
C 1.12789 1.92359 0.97651 -0.0636 -0.0142 -0.0480 0.056
N 0.19968 1.08851 0.78696 -0.1402 -0.1538 0.0075 -0.433
H -1.01879 0.13974 2.19181 0.0024 -0.1339 0.0360 0.232
H -1.87781 1.17045 1.04549 0.0582 -0.0272 -0.0342 0.230
H -0.95437 1.90094 2.36719 0.0536 0.0511 0.0446 0.219
H 1.07259 2.65874 1.77620 0.0488 0.0245 -0.0258 0.201
H 1.99545 1.91215 0.32608 0.0584 0.0250 0.0108 0.198
H 0.27816 0.13868 -0.17611 0.0054 0.2175 0.2637 0.440
C 1.09478 -1.88966 -0.56229 0.2446 0.0849 -0.0637 0.544
N 0.35090 -0.73748 -1.06390 0.0739 0.0472 -0.2654 -0.652
C -0.99889 -1.06427 -1.60094 0.1565 0.0271 0.1449 -0.429
O 0.63507 -2.97566 -0.55298 -0.2456 -0.2478 0.1131 -0.436
H 2.09971 -1.63102 -0.19684 -0.0261 0.0693 -0.0517 0.149
H 0.92045 -0.29500 -1.78995 -0.0246 -0.0137 0.0518 0.422
H -0.91206 -1.78356 -2.40478 -0.0289 -0.1421 -0.0777 0.240
H -1.43842 -0.14589 -1.97798 -0.0853 0.0243 0.0656 0.227
H -1.59693 -1.49165 -0.79766 0.0094 0.0707 -0.1081 0.235
```
Forces are in eV/Å.

(5)
Computed, not measured: C2HFeO3 as an isolated structure in a non-equilibrium geometry, with ωB97M-V with the def2-TZVPD basis set.

- multiplicity = 6
- expectation value of S² = 8.90
- E_LUMO (alpha / beta) (eV) = -26.44 / -27.10
- calculated total energy (eV) = -42542.3154
- charge = +4
- molar mass (g mol⁻¹) = 128.87

The geometry in XYZ format:
```
7
Properties=species:S:1:pos:R:3:forces:R:3:lowdin_spin:R:1
O 1.14165 -1.24009 0.28053 0.6458 -0.2990 -2.8391 0.238
H 1.67878 -1.61988 1.04811 1.1935 -0.9499 1.7965 0.004
O -0.51050 0.50566 0.28434 0.0363 -0.2948 -0.2529 -0.035
C 0.31767 -0.21824 -0.22179 0.1995 0.2821 -1.1673 0.239
C 1.25408 -0.93539 -1.08463 -0.6162 -0.1925 2.1547 0.785
O -1.28337 1.23696 -0.58077 1.2649 -0.8310 -0.6472 -0.117
Fe -2.59831 2.27099 0.27420 -2.7238 2.2851 0.9554 3.885
```
Forces are in eV/Å.

(6)
Computed, not measured: a 2-piece molecular cluster, C3H10NO2 overall in a non-equilibrium geometry, with ωB97M-V with the def2-TZVPD basis set.

- energy above the lowest of the compared OMol25 structures with the same formula, charge and spin (eV) = 1.031
- E_LUMO (eV) = 4.15
- calculated total energy (eV) = -8857.7626
- charge = -1
- molar mass (g mol⁻¹) = 92.12

The geometry in XYZ format:
```
16
Properties=species:S:1:pos:R:3:forces:R:3:nbo_charge:R:1
C 0.50117 -1.62863 -0.23760 0.1358 0.7368 0.5940 -0.415
N 0.48643 -0.13521 -0.18036 0.3374 -0.9987 -0.2385 -0.690
C -0.77055 0.35894 0.40108 0.0499 0.4296 -0.2416 -0.253
C -1.70336 0.89919 -0.73257 0.2643 -1.5747 -1.3635 -0.056
O -1.66610 0.09173 -1.85445 0.2126 0.2500 0.6734 -0.985
H 1.18629 -1.88182 -1.04181 -0.1354 -0.3868 -0.1799 0.182
H -0.52045 -1.95765 -0.41498 0.0586 -0.3787 -0.3902 0.201
H 0.87743 -2.11159 0.67848 -0.0609 0.3694 -0.0136 0.162
H 0.38271 0.02709 -1.18999 -0.2820 0.5791 0.2090 0.397
H -0.55471 1.17681 1.10481 -0.0365 -0.1871 0.1570 0.155
H -1.23325 -0.47558 0.93823 -0.2098 0.1830 0.0504 0.156
H -1.34055 1.90966 -1.02366 -0.2626 0.3398 0.5486 0.088
H -2.73132 0.91206 -0.32155 0.0061 0.6310 0.2995 0.103
H 2.55864 1.67106 1.50282 -0.2149 1.0561 -0.1140 0.450
H 1.91634 0.41125 0.87573 -0.3368 0.1212 -0.3081 0.506
O 2.61128 0.73269 1.49583 0.4742 -1.1699 0.3175 -1.003
```
Forces are in eV/Å.

Question: Which of these has the lowest molar mass?
Answer: C2H6N2P